The following is a quantum chemistry calculation of C33H16F8N4O2RhSe as an isolated structure, from OMol25.

Values from the calculation:
Multiplicity: 1
Net charge: -1
HOMO-LUMO gap (alpha / beta) in eV: 5.621 / 5.605

Geometry (Å):
1 Rh -0.95593 -0.69091 -0.02398
2 Se -2.17638 -2.21384 -1.58254
3 F -1.21951 -5.87220 2.06330
4 F -2.11733 -3.50260 1.25165
5 F -0.19924 -7.64843 0.27906
6 F -8.63804 -3.07267 0.12785
7 F -0.08974 -6.99220 -2.36116
8 F -9.52960 -1.10916 0.09570
9 F -9.03440 -2.09866 -1.76452
10 F -0.94326 -4.61197 -3.19791
11 O -0.04450 3.64677 -0.70715
12 O 1.25138 -0.11162 3.44317
13 N -0.20293 0.31553 1.67001
14 N -0.11046 0.45364 -1.95133
15 N -1.51042 2.06375 0.00471
16 N 0.72248 -1.93082 0.44772
17 C 0.60717 0.31990 -4.22143
18 C -7.23172 -1.26015 -0.47006
19 C -0.59996 -6.12338 -1.47569
20 C -0.25044 1.76475 -2.09077
21 C -5.43086 -0.37020 0.84551
22 C 1.28363 -2.90914 -0.26565
23 C -3.41598 0.50209 -0.23756
24 C -1.06472 -4.88610 -1.88807
25 C 2.38819 -3.61660 0.17755
26 C 0.73815 -0.36003 2.35013
27 C -1.98283 3.56251 1.85504
28 C -0.64590 -6.45874 -0.13681
29 C -1.16442 -5.55094 0.76584
30 C -1.29654 2.98828 4.05868
31 C -6.67978 -0.94504 0.76877
32 C -5.26426 -0.42864 -1.56640
33 C -1.92167 3.87772 3.20183
34 C -8.59095 -1.87930 -0.51126
35 C -4.69111 -0.09428 -0.32476
36 C -0.72134 1.81496 3.59251
37 C 0.45614 1.68956 -4.36129
38 C -2.20756 0.85022 -0.18764
39 C -6.52158 -1.00334 -1.63141
40 C -1.62963 -4.32403 0.32264
41 C 2.93005 -3.29184 1.40910
42 C -0.75025 1.48646 2.22960
43 C 1.28251 -1.57554 1.60943
44 C -1.41047 2.39692 1.39283
45 C 2.37748 -2.24818 2.13084
46 C -0.60794 2.57850 -0.86755
47 C 0.02868 2.43289 -3.27658
48 C 0.31157 -0.25811 -2.99821
49 C -1.58365 -3.94192 -1.01297
50 H -4.70651 -0.24275 -2.47323
51 H -2.35923 4.79586 3.57147
52 H 0.37883 -1.32569 -2.84234
53 H -1.24851 3.20645 5.11900
54 H 2.79736 -4.40660 -0.43788
55 H 0.67250 2.17519 -5.30479
56 H 2.76307 -1.91866 3.08481
57 H -0.23186 1.14585 4.27826
58 H 0.93910 -0.30334 -5.04035
59 H -4.99443 -0.13130 1.80633
60 H 3.78334 -3.83618 1.79484
61 H -2.46689 4.21490 1.14016
62 H -0.08120 3.50690 -3.31301
63 H -6.94248 -1.25954 -2.59392
64 H -7.23238 -1.15386 1.67649
65 H 0.81547 -3.12419 -1.21396

The following is a quantum chemistry calculation of C31H26BrClCoN3O as an isolated structure in a non-equilibrium geometry, from OMol25.

Values from the calculation:
Multiplicity: 4
Expectation value of S²: 3.85
Net charge: -1
HOMO-LUMO gap (alpha / beta) in eV: 5.357 / 6.252

Geometry (Å):
1 Br 6.67588 2.48690 0.07868
2 Co -0.78012 0.46480 0.21718
3 Cl -5.23412 -1.41200 -2.36282
4 O 1.24018 -0.15020 -0.39522
5 N 0.13958 2.30210 0.33928
6 N -2.18372 -0.82220 0.17998
7 N -2.22462 1.57330 -0.10992
8 C 0.72598 -0.63820 0.86908
9 C -0.55052 4.71710 0.29988
10 C -3.53412 1.02310 -0.32622
11 C 4.94628 1.66060 -0.03722
12 C 1.18648 -2.11000 1.17058
13 C 1.73658 -3.15940 -2.43392
14 C -4.77872 -1.97690 0.23278
15 C 4.86878 0.36840 -0.53392
16 C 2.46498 0.47410 -0.27892
17 C -4.36322 -1.32880 -0.86752
18 C -2.05772 2.89520 -0.15482
19 C 0.03088 -3.02600 1.60558
20 C 1.43358 2.60330 0.52428
21 C -3.17632 -0.42860 -0.82152
22 C 2.54278 1.80770 0.22318
23 C -1.57112 5.60510 -0.03312
24 C -4.19682 3.21120 -1.23192
25 C -4.41202 1.89070 -1.16852
26 C -2.78682 5.16630 -0.51942
27 C 2.97018 -3.78760 -2.38502
28 C -2.70412 -1.35120 1.28728
29 C 3.59038 -3.95410 -1.16132
30 C 3.84248 2.37580 0.33258
31 C 1.80208 -2.75370 -0.05622
32 C -3.04592 3.79620 -0.59892
33 C 2.18948 -2.07540 2.33818
34 C 3.00838 -3.44550 -0.01232
35 C -3.96492 -1.88950 1.39458
36 C -0.75452 3.33900 0.20598
37 C 1.15148 -2.66080 -1.28422
38 C 3.60198 -0.20350 -0.65452
39 H 0.38728 5.13490 0.63768
40 H 3.53708 -3.57780 0.91758
41 H -5.24802 1.41800 -1.66282
42 H 1.23128 -3.04450 -3.38232
43 H 1.74268 -1.56870 3.19068
44 H 0.41048 -4.03770 1.75128
45 H -2.03842 -1.40520 2.13478
46 H -4.03952 0.84290 0.64788
47 H 3.51448 -1.19710 -1.05932
48 H 4.54458 -4.46280 -1.09902
49 H -0.38602 -2.68300 2.54788
50 H -2.70392 -0.34600 -1.80552
51 H 1.16698 -0.01660 1.66888
52 H -0.75582 -3.04680 0.85898
53 H -3.54612 5.86920 -0.83532
54 H -5.67042 -2.58550 0.23118
55 H 3.09498 -1.53870 2.06078
56 H -4.30572 -2.31650 2.32428
57 H 1.67408 3.61480 0.84258
58 H 3.44638 -4.13880 -3.29062
59 H 2.45558 -3.08440 2.65358
60 H -1.38212 6.66760 0.04948
61 H 3.94068 3.38620 0.70198
62 H -4.85032 3.86490 -1.79452
63 H 5.75078 -0.18190 -0.82012
64 H 0.20008 -2.15350 -1.34152

The following is a quantum chemistry calculation of a 2-piece molecular cluster, C3H6ClN overall in a non-equilibrium geometry, from OMol25.

Values from the calculation:
Multiplicity: 1
Net charge: 0
HOMO-LUMO gap (alpha / beta) in eV: 8.403 / 8.498

Geometry (Å):
1 Cl 1.27089 -0.61577 1.59606
2 N -0.88077 -0.15917 0.02599
3 C 2.05505 1.04813 -1.31694
4 C -2.02358 -0.74128 0.67226
5 C 0.28798 -0.07168 0.33838
6 H -1.84214 -1.82667 0.76305
7 H -2.93435 -0.52540 0.01934
8 H 1.65627 0.67533 -2.23581
9 H 2.84457 0.66943 -0.73764
10 H -2.00500 -0.38362 1.80936
11 H 1.57110 1.93071 -0.93405

The following is a quantum chemistry calculation of a 6-piece molecular cluster, C20H28O16S4 overall in a non-equilibrium geometry, from OMol25.

Values from the calculation:
Multiplicity: 1
Net charge: 0
HOMO-LUMO gap in eV: 9.081

Geometry (Å):
1 S -6.06401 1.05027 -0.47158
2 S -3.72780 -4.45244 -2.91920
3 S 3.49393 0.49009 3.28705
4 S 0.92889 3.32651 -1.06863
5 O -5.37600 1.06723 0.94965
6 O -3.10408 -4.06334 -4.12463
7 O 3.30639 0.65618 4.86082
8 O -3.09218 -5.39811 -2.07998
9 O 3.45861 1.77734 2.69258
10 O 2.69466 -0.55319 2.79409
11 O -4.74349 0.91422 -1.32613
12 O -0.24799 2.56863 -1.28825
13 O 4.99890 -0.02091 3.33912
14 O -6.83553 -0.13931 -0.58454
15 O 2.10371 2.99085 -1.75589
16 O -5.22568 -4.85097 -3.23664
17 O -4.08977 -3.16692 -2.03166
18 O -6.66102 2.29003 -0.74514
19 O 1.20353 3.39999 0.48652
20 O 0.55796 4.86456 -1.26525
21 C -5.47263 -2.84568 -2.07592
22 C -0.29891 -0.90448 1.49776
23 C 0.58731 5.61008 -0.04163
24 C -3.74165 0.22428 -0.54597
25 C 4.52011 0.32969 5.57101
26 C -1.52644 -2.45833 0.13842
27 C -1.07755 -1.79964 -1.00088
28 C -1.10506 -2.02986 1.39424
29 C -6.15611 -4.18675 -2.38405
30 C 5.61524 0.45498 4.54543
31 C 4.67509 0.59853 -0.75419
32 C 3.61380 -0.06914 -1.34562
33 C 0.14130 -0.24183 0.35342
34 C -0.29445 -0.66342 -0.88924
35 C 6.11922 -0.13934 -2.52269
36 C 0.65976 4.58780 1.08025
37 C 5.89922 0.65216 -1.40355
38 C -4.12117 0.36162 0.92074
39 C 3.82533 -0.82498 -2.49187
40 C 5.08963 -0.89571 -3.05707
41 H 4.50304 1.14795 0.16440
42 H 0.08108 -0.57931 2.45744
43 H 5.28935 -1.47699 -3.94863
44 H -5.72206 -2.08891 -2.82317
45 H 2.61541 -0.05019 -0.93086
46 H 4.42350 -0.64185 6.05506
47 H 2.98535 -1.34959 -2.93107
48 H -0.09018 -0.09041 -1.78605
49 H 1.47591 6.23985 -0.10920
50 H -3.79613 -0.79389 -0.94545
51 H 6.48186 -0.17281 4.73215
52 H -2.70126 0.46150 -0.76424
53 H -0.28787 6.25162 0.01405
54 H -3.40306 0.96571 1.46880
55 H -5.77580 -2.44712 -1.10933
56 H -2.08372 -3.38003 0.01835
57 H 7.10429 -0.18334 -2.97037
58 H -0.32931 4.29014 1.43528
59 H -6.29765 -4.72905 -1.44901
60 H 0.73300 0.65396 0.48823
61 H 4.57069 1.05511 6.38383
62 H -1.39502 -2.12921 -1.98262
63 H 6.70670 1.29741 -1.07950
64 H -7.08055 -4.04901 -2.93290
65 H 1.26163 4.88522 1.93207
66 H -4.25320 -0.59497 1.42125
67 H 5.96311 1.47851 4.39840
68 H -1.51019 -2.48101 2.29215

The following is a quantum chemistry calculation of a 8-piece molecular cluster, C34H51N9OSi overall in a non-equilibrium geometry, from OMol25.

Values from the calculation:
Multiplicity: 1
Net charge: 0
HOMO-LUMO gap in eV: 8.240

Geometry (Å):
1 Si 1.64997 -3.96028 -0.52844
2 O -1.39926 -2.79995 -1.18032
3 N -2.16087 -0.65521 0.80546
4 N -1.10043 8.98587 7.86983
5 N -3.92127 0.12025 -3.23133
6 N 0.16913 5.71772 2.77895
7 N 0.43160 2.92235 -0.28766
8 N -6.65471 -3.17544 -3.41803
9 N 2.37551 -7.51295 -5.02967
10 N 6.69187 -6.73647 -0.87283
11 N 2.93124 -3.11071 0.24261
12 C -3.93832 1.13822 -4.14373
13 C 5.43147 -5.40939 0.37298
14 C 2.83022 -0.78233 -0.54794
15 C 1.35192 3.13736 0.70139
16 C -8.11867 -3.07841 -5.07269
17 C 6.30703 -6.14342 1.22171
18 C 5.69497 -5.79867 -0.91229
19 C 0.39550 5.79483 4.12419
20 C -1.05265 10.01621 6.97127
21 C 0.05513 -3.71926 0.42424
22 C -0.32059 6.85582 4.61346
23 C 0.45430 3.95983 -1.17774
24 C 1.39963 4.85447 -0.75419
25 C -3.01284 2.06803 -3.75157
26 C 0.42666 10.39753 8.62060
27 C -7.99047 -3.16550 -3.71300
28 C -1.72066 -2.02896 1.09742
29 C 1.00106 -5.97412 -4.23159
30 C -0.73142 -2.47735 0.03883
31 C 1.97001 4.33397 0.44055
32 C -6.80759 -3.03563 -5.62139
33 C -0.68331 6.71407 2.39897
34 C 3.13441 -6.39574 -4.80756
35 C -5.92644 -3.09754 -4.57614
36 C 7.07126 -6.95224 0.42414
37 C -3.00238 0.38289 -2.25389
38 C -0.11365 10.91019 7.40857
39 C 2.85696 -1.86748 0.50206
40 C -1.00767 7.44102 3.51455
41 C -2.41802 1.58423 -2.55453
42 C -0.20256 9.20962 8.87789
43 C 2.81898 -1.36216 1.92130
44 C 1.07572 -7.26472 -4.68148
45 C 2.30884 -5.42303 -4.31221
46 H -2.75968 -0.32448 1.55311
47 H -1.70478 8.18826 7.79998
48 H 1.97077 -5.40028 -0.51584
49 H 2.71933 -8.38204 -5.39271
50 H 0.11195 -5.47755 -3.87999
51 H -1.64946 2.07272 -1.98062
52 H -0.57156 -4.58450 0.18374
53 H 5.25584 -5.49002 -1.84594
54 H 1.48767 2.43023 1.50255
55 H -2.78696 2.98710 -4.26551
56 H -1.68502 10.02214 6.10034
57 H -0.17374 2.12431 -0.35120
58 H -2.82922 -0.28783 -1.42903
59 H 0.15852 11.82782 6.91506
60 H 4.19022 -6.38890 -5.01698
61 H -2.58887 -2.68958 1.04522
62 H -1.33940 -0.05800 0.82831
63 H -8.73244 -3.22178 -2.93553
64 H -6.54300 -2.97029 -6.66321
65 H 0.31882 -8.02344 -4.78067
66 H 6.36623 -6.08505 2.29584
67 H 1.42632 -3.53085 -1.93444
68 H -4.84919 -3.10071 -4.55942
69 H 3.21180 -2.11988 2.59498
70 H -0.34341 7.18279 5.63990
71 H -1.65963 8.29833 3.53863
72 H -9.04822 -3.05112 -5.61564
73 H -0.19917 3.97229 -2.03288
74 H 2.60586 -4.42613 -4.03326
75 H -0.08732 8.50918 9.68682
76 H 0.56954 5.03465 2.15621
77 H -1.84677 -2.00869 -1.48936
78 H 3.66161 -0.09568 -0.38176
79 H 2.74608 4.78537 1.03686
80 H 1.76988 -1.17512 2.17160
81 H -1.27587 -2.13904 2.09205
82 H -6.26973 -3.24318 -2.49407
83 H -4.60194 1.11435 -4.99054
84 H -4.50176 -0.69844 -3.27536
85 H -0.98195 6.82380 1.37047
86 H 4.69408 -4.68069 0.66532
87 H 1.65594 5.77882 -1.24316
88 H -0.05041 -1.63305 -0.16770
89 H 2.89958 -1.21096 -1.54460
90 H 1.04755 5.09609 4.62007
91 H 0.25322 -3.74610 1.49810
92 H 3.37157 -0.43114 2.05039
93 H 7.08239 -7.19828 -1.67234
94 H 7.84643 -7.65824 0.66751
95 H 1.91865 -0.18418 -0.46328
96 H 1.19010 10.84943 9.23121

The following is a quantum chemistry calculation of one molecule with the formula ClF2HSi in a non-equilibrium geometry, from OMol25.

Values from the calculation:
Multiplicity: 1
Net charge: 0
HOMO-LUMO gap in eV: 13.231

Geometry (Å):
1 Cl 1.44976 1.26075 0.08139
2 Si -0.15091 0.06608 0.03953
3 F 0.09374 -1.01290 1.20097
4 F 0.02145 -1.05655 -1.08526
5 H -1.41404 0.74262 -0.23663

The following is a quantum chemistry calculation of one molecule with the formula C20H20N4O4S in a non-equilibrium geometry, from OMol25.

Values from the calculation:
Multiplicity: 1
Net charge: 0
HOMO-LUMO gap in eV: 9.448

Geometry (Å):
1 S 3.56933 -1.24883 0.61669
2 O 4.44416 -1.41655 -0.51018
3 O -2.12954 -4.57936 -1.06989
4 O -3.95127 -0.56705 0.07438
5 O 4.03463 -1.67643 1.90393
6 N -1.75069 -0.52495 0.02802
7 N 3.03756 0.32602 0.76935
8 N -2.90563 -2.59142 -0.38578
9 N -2.19125 0.72624 0.29931
10 C -5.67303 1.55107 1.31926
11 C 3.56344 1.36304 -1.38450
12 C 2.66408 2.13558 2.36660
13 C 2.63118 0.89116 -0.46924
14 C 3.13909 1.87118 -2.59925
15 C -2.80358 -1.26472 -0.09809
16 C 1.27636 0.92449 -0.77435
17 C 0.86119 1.43741 -1.99092
18 C -3.48060 0.69105 0.32449
19 C 0.40030 -2.77728 -1.35590
20 C -0.15250 -2.72651 0.99442
21 C -4.38236 1.80147 0.57843
22 C 1.78826 1.91014 -2.90414
23 C -5.70964 1.85529 -0.13760
24 C -0.51365 -2.97210 -0.32750
25 C -1.87548 -3.48323 -0.64138
26 C 1.99844 -2.02235 0.24459
27 C 1.66225 -2.28695 -1.06706
28 C 3.68055 1.18930 1.73884
29 C 1.11228 -2.24841 1.27950
30 H 3.14790 2.74623 3.12436
31 H 0.55106 0.55528 -0.06710
32 H 1.85963 1.56867 2.82654
33 H 1.46148 2.30706 -3.85419
34 H -3.84480 -2.93831 -0.54903
35 H 0.11488 -2.99359 -2.37382
36 H 1.42946 -2.04368 2.28936
37 H 4.61520 1.30926 -1.14855
38 H 2.23654 2.78615 1.60713
39 H -5.87808 0.53967 1.63526
40 H 4.10501 0.52350 2.49201
41 H -0.85924 -2.90867 1.78973
42 H 4.49559 1.76589 1.28079
43 H -5.99707 2.30571 2.01834
44 H 3.86556 2.23228 -3.31233
45 H -5.94005 1.05283 -0.82156
46 H -3.84733 2.72296 0.75729
47 H -6.05925 2.82332 -0.45997
48 H -0.19388 1.46465 -2.21755
49 H 2.39355 -2.10649 -1.83876

The following is a quantum chemistry calculation of C23H40ClIrN5S as an isolated structure in a non-equilibrium geometry, from OMol25.

Values from the calculation:
Multiplicity: 6
Expectation value of S²: 8.76
Net charge: -2
HOMO-LUMO gap (alpha / beta) in eV: 1.879 / 5.928

Geometry (Å):
1 Ir 0.68200 0.53040 -0.24183
2 Cl -1.01817 -1.16613 -0.97759
3 S 1.61116 1.62918 1.46856
4 N -1.00669 -2.00396 2.52253
5 N 0.94015 1.94058 -2.73584
6 N 2.40587 0.31247 -2.57122
7 N -2.48606 -0.45141 2.30580
8 N 0.13424 0.78310 3.86698
9 C -2.15917 1.88247 1.51952
10 C 1.39415 -1.85585 1.95676
11 C 0.66410 1.03617 2.82173
12 C -1.42971 1.93804 -2.00447
13 C -4.21040 1.16112 2.77668
14 C 3.08107 -0.88339 -2.02964
15 C 0.49864 -3.58994 3.53275
16 C -2.17677 -2.48423 3.11930
17 C 1.23009 0.78918 -2.05318
18 C 4.04368 -1.41582 -3.08253
19 C 3.80762 -0.54236 -0.72691
20 C -0.24186 2.78849 -2.42671
21 C 2.08572 -1.98061 -1.67741
22 C 0.06038 3.71297 -1.25076
23 C -3.11272 -1.50715 2.98653
24 C -3.81531 0.43520 0.42090
25 C 2.04429 2.29738 -3.49552
26 C 0.05128 -3.71660 1.08464
27 C -1.21170 -0.76512 2.08257
28 C -3.16267 0.76189 1.75990
29 C 2.94307 1.28267 -3.40310
30 C 0.24003 -2.78815 2.27868
31 C -0.58835 3.58513 -3.67232
32 H -0.28608 -3.13608 0.21302
33 H -0.82801 4.33132 -1.02868
34 H -2.15562 -3.48266 3.57361
35 H -1.74965 1.27287 -2.80967
36 H 0.91389 4.35769 -1.48378
37 H -0.67237 -4.50909 1.32689
38 H -0.75512 2.92076 -4.52752
39 H 4.26224 -1.46014 -0.30667
40 H -2.26602 2.58689 -1.69365
41 H 2.62243 -2.86399 -1.28901
42 H 3.92574 1.09313 -3.83923
43 H -0.28522 -4.34086 3.69753
44 H -1.32681 1.54514 0.84172
45 H 1.38436 -1.66168 -0.87773
46 H 1.47435 -2.26584 -2.54073
47 H 4.57923 0.22538 -0.89737
48 H -1.71449 2.22889 2.46382
49 H -3.07039 0.01587 -0.27253
50 H 3.52097 -1.62863 -4.02609
51 H -3.77004 1.29307 3.77332
52 H 4.87011 -0.72079 -3.27718
53 H 4.46341 -2.36420 -2.70149
54 H -2.68049 2.73273 1.03083
55 H -1.52389 4.12746 -3.46729
56 H 0.30822 3.12024 -0.35228
57 H 1.65061 -1.23356 2.82027
58 H 1.45103 -4.12067 3.42601
59 H 3.08538 -0.13871 0.01572
60 H -1.19101 1.28514 -1.12807
61 H 0.19187 4.31152 -3.92453
62 H -5.01558 0.41687 2.83425
63 H 0.56615 -2.93989 4.41405
64 H -4.65748 2.11240 2.46922
65 H -4.23007 1.35905 -0.01387
66 H 1.08381 -1.16175 1.10205
67 H -4.63898 -0.27625 0.56538
68 H 2.28946 -2.43298 1.63308
69 H 1.01656 -4.19224 0.83614
70 H 2.01514 3.26053 -4.02219
71 H -4.15559 -1.38266 3.28781

- Look up the multiplicity of the fourth one.
  1

- Which value of net charge does entry 1 give?
  -1